{"formula": "C56H49IrN3O5P2S2", "method": "ωB97M-V with the def2-TZVPD basis set", "species": ["H", "C", "H", "H", "C", "H", "H", "C", "O", "H", "C", "S", "H", "C", "H", "N", "H", "C", "P", "H", "N", "H", "H", "H", "H", "C", "C", "N", "H", "C", "H", "C", "H", "H", "C", "S", "C", "H", "H", "H", "O", "C", "H", "C", "C", "C", "H", "C", "H", "H", "C", "C", "C", "H", "C", "H", "C", "C", "O", "C", "C", "H", "H", "C", "H", "C", "C", "C", "C", "H", "C", "C", "H", "C", "H", "C", "H", "C", "H", "H", "C", "C", "H", "C", "C", "C", "C", "C", "H", "O", "H", "H", "H", "C", "C", "C", "H", "H", "C", "P", "C", "C", "C", "H", "H", "C", "Ir", "H", "O", "C", "C", "C", "C", "C", "H", "H", "H", "C"], "xyz": [[4.592430, 5.174577, -4.726174], [5.375745, -0.429230, 0.268966], [-7.547633, -0.098331, 5.033199], [-4.018238, 4.543583, 0.072661], [-2.506998, 3.105423, 0.578637], [-6.222493, -1.209980, 4.674318], [-3.656908, -2.733832, 1.040571], [-1.415498, 2.382343, 0.117592], [2.017843, -1.469459, -1.181783], [-3.767828, -3.589359, -0.499860], [4.701260, -2.043595, 2.371415], [2.762111, -0.231281, -0.666441], [-0.109284, -5.962350, -0.317986], [0.349371, 1.900327, -5.809321], [-5.719839, -2.321456, -0.039276], [-5.144427, 1.072967, -2.438922], [6.866038, 3.550805, -3.788274], [-1.029741, -3.479366, 2.515619], [0.626018, -1.460156, 1.416933], [-2.318907, 0.884537, -2.577158], [-4.512843, -0.894005, -0.953745], [-0.541329, -1.365898, -5.700413], [5.943473, -2.721118, 5.169833], [5.637434, 0.230076, -0.546178], [-0.904951, 1.690387, 0.783201], [-6.399009, -0.381666, 0.628237], [0.224638, 1.137042, -3.517815], [-2.337897, -0.836088, -1.241983], [-7.187831, 0.995049, 2.737289], [-0.162651, -3.089933, 1.496218], [7.470183, -1.571755, 3.761199], [-0.262788, -0.378303, -5.350915], [4.937047, -0.954616, -2.567782], [-2.254103, -5.060265, 3.285465], [4.037944, -0.835325, 0.421999], [-5.332020, -0.234390, 2.051972], [5.849963, 3.446887, -4.172272], [7.643313, -3.002084, 2.775277], [7.406852, -0.537515, 0.932856], [-5.795864, 1.197435, 3.812943], [-6.330583, 0.964702, -2.169788], [-1.638095, 3.411909, -2.057979], [-3.075487, 0.934271, 3.458432], [5.909250, -3.080190, 4.136718], [-1.241766, -5.647432, 1.483082], [2.217277, -2.720500, 3.224403], [0.786848, 3.132292, -4.119111], [4.005634, 2.746261, -2.849032], [-1.327773, 3.517453, -3.091630], [-6.534859, -1.352888, -1.266567], [-4.212107, 0.155648, -1.819720], [-0.022504, 0.640345, -6.260834], [4.657120, 0.090428, -2.678974], [5.945861, 3.296372, -5.247910], [-2.880907, 0.199487, -1.968726], [3.122999, -3.768085, 4.853041], [3.625331, -1.600601, 1.564929], [-2.014049, 0.731776, 3.533555], [-4.658794, 1.900638, -3.180440], [-1.429744, -0.142814, 2.631998], [1.757677, 3.881339, -1.824224], [0.833810, 4.340220, -1.491016], [-7.698549, -1.254526, 3.711634], [-1.571403, -4.757381, 2.500325], [6.110981, -4.154968, 4.191391], [1.886419, 2.510146, -1.739224], [3.286717, -3.171757, 3.962166], [0.721847, 0.221575, 3.674603], [-0.976039, 2.535636, -1.201909], [1.790775, 0.045568, 3.725965], [2.740545, 4.716774, -2.414646], [4.971033, 4.687235, -3.827893], [2.571530, 5.786549, -2.463276], [3.832901, 4.136879, -2.995661], [0.733487, 1.590313, 5.327067], [3.122843, 1.926461, -2.146959], [-0.117698, 0.450573, -7.323818], [-3.237247, -2.800741, 0.040670], [5.531511, 5.445765, -3.283947], [-2.193566, -3.075689, 0.091635], [6.900911, -2.335231, 3.223479], [2.322329, -1.937855, 2.040048], [-6.535949, 0.623061, 0.244217], [6.384449, -0.859214, 1.106862], [-0.059498, -0.411299, 2.709195], [0.480579, 2.146566, -4.450768], [-1.234491, 1.347641, 4.507689], [-0.135369, -0.127044, -3.992260], [-2.049075, -0.608391, 1.866656], [-4.285552, 0.716658, 1.720938], [-1.663407, -6.646411, 1.483254], [-0.313265, -0.950571, -3.311888], [-1.301843, -2.781433, 3.303152], [6.045428, -1.715112, 2.170076], [-2.726439, 4.134449, -1.590395], [3.569664, 0.585350, -1.979398], [0.537740, 2.697427, -6.520367], [0.872580, -3.691211, -0.306814], [4.572070, -2.815814, 3.533707], [0.377901, 1.462759, -1.721031], [0.177357, -3.989166, 0.474545], [-3.357736, -1.515520, -0.686641], [-0.367386, -5.266367, 0.471390], [6.281498, 0.510580, -4.032692], [-2.852084, 2.974078, 1.598539], [-6.414722, 0.461136, 3.296530], [-0.236796, -0.781864, -0.747021], [1.228638, -2.980924, 3.580264], [-4.930906, -1.568991, 2.449280], [-7.002911, -0.596239, 4.232499], [5.152310, 2.276139, -3.516360], [5.439698, 0.926850, -3.491255], [0.128656, 1.099362, 4.574715], [-3.160240, 3.981011, -0.278604], [-1.693695, 2.029767, 5.215260], [-3.249494, 4.808171, -2.259057], [-7.357399, -0.772248, 0.982869], [-5.837328, -1.319252, -0.439071]], "forces_ev_per_a": [[0.0, 0.0, 0.0], [-0.1, -0.1, 0.0], [0.0, 0.0, 0.0], [0.1, 0.0, 0.0], [0.1, 0.0, 0.0], [0.0, 0.0, 0.0], [0.0, 0.0, 0.1], [0.0, 0.1, 0.0], [0.0, 0.1, 0.2], [0.0, 0.1, 0.0], [0.1, 0.0, 0.1], [0.1, -0.4, -0.2], [0.0, 0.0, 0.1], [0.0, 0.1, 0.0], [0.1, 0.0, 0.0], [-0.3, 0.2, 0.1], [0.0, 0.0, 0.0], [-0.1, 0.1, 0.0], [-0.5, 0.0, -0.1], [0.0, -0.1, 0.0], [-0.6, -0.1, -0.5], [0.0, 0.1, 0.1], [0.0, 0.0, 0.0], [-0.1, 0.0, 0.0], [0.0, 0.1, 0.0], [0.1, -0.2, -0.1], [0.0, 0.1, 0.0], [0.5, 0.0, 0.0], [0.1, 0.1, 0.1], [0.2, -0.2, 0.0], [0.0, 0.0, 0.0], [0.0, 0.0, 0.0], [0.0, 0.1, 0.0], [0.0, 0.0, 0.0], [-0.2, 0.1, 0.1], [-0.2, -0.2, 0.1], [-0.1, 0.0, 0.1], [0.0, 0.0, 0.0], [-0.1, -0.1, 0.1], [0.0, 0.0, 0.0], [0.5, -0.2, 0.0], [0.0, 0.1, -0.1], [0.3, 0.0, 0.1], [0.0, 0.0, 0.0], [0.0, 0.0, 0.0], [0.0, 0.1, -0.1], [0.0, 0.0, 0.0], [0.1, 0.0, -0.1], [0.0, 0.0, 0.1], [0.0, 0.0, -0.1], [-0.4, 0.1, 0.3], [0.0, 0.0, -0.1], [0.1, -0.1, -0.1], [0.0, 0.0, 0.0], [0.2, -0.2, -0.1], [0.0, 0.1, -0.1], [-0.3, 0.0, -0.1], [0.0, 0.0, 0.2], [0.0, -0.3, 0.2], [0.0, 0.0, 0.0], [0.0, 0.1, -0.1], [0.0, 0.0, 0.0], [0.0, 0.0, 0.0], [0.0, 0.0, 0.0], [0.0, 0.0, 0.0], [0.0, -0.3, 0.2], [0.3, 0.0, 0.0], [0.0, 0.0, 0.0], [0.0, -0.1, 0.3], [0.0, 0.0, 0.0], [-0.1, 0.1, 0.1], [-0.1, -0.2, 0.0], [0.0, -0.1, 0.0], [0.1, 0.1, -0.1], [0.0, 0.0, 0.0], [0.1, 0.0, -0.1], [0.0, 0.0, 0.1], [-0.2, 0.0, -0.1], [0.0, 0.0, 0.1], [0.1, -0.1, 0.0], [0.0, 0.0, 0.0], [0.2, 0.2, -0.1], [-0.1, 0.1, -0.1], [0.1, -0.1, 0.2], [0.1, 0.0, 0.1], [0.0, 0.0, 0.0], [0.0, 0.0, 0.0], [0.0, 0.1, 0.0], [0.0, 0.1, 0.1], [-0.4, -0.1, -0.2], [0.0, 0.1, 0.0], [0.0, -0.1, 0.2], [0.0, -0.1, -0.1], [0.1, 0.1, -0.1], [-0.1, 0.0, -0.1], [-0.2, 0.0, 0.1], [0.0, -0.1, 0.1], [0.0, 0.0, 0.0], [-0.2, -0.1, 0.1], [-0.2, -0.1, -0.4], [-0.1, 0.0, 0.1], [0.2, 0.3, 0.2], [0.0, 0.1, 0.0], [-0.1, 0.0, 0.0], [0.0, 0.0, -0.1], [0.0, -0.1, 0.1], [0.5, 0.2, 0.0], [0.0, 0.0, 0.0], [0.1, 0.1, -0.1], [0.0, 0.1, -0.1], [0.0, 0.1, 0.0], [0.1, -0.1, 0.0], [0.1, 0.0, 0.0], [0.0, 0.0, 0.0], [0.1, -0.1, -0.1], [0.0, 0.0, 0.0], [0.1, 0.0, -0.1], [0.2, 0.2, 0.0]], "lowdin_charge": [0.13, 0.00, 0.09, 0.12, -0.06, 0.08, 0.07, -0.10, -0.61, 0.12, -0.08, 0.96, 0.12, -0.04, 0.13, -0.31, 0.13, -0.10, 0.98, 0.10, 0.08, 0.12, 0.15, 0.11, 0.07, -0.19, -0.35, -0.04, 0.11, -0.42, 0.15, -0.05, 0.14, 0.12, -0.21, 0.68, -0.07, 0.15, 0.15, 0.11, 0.11, -0.09, 0.08, -0.06, -0.04, -0.02, 0.10, -0.08, 0.11, 0.14, -0.10, -0.04, -0.05, 0.13, -0.04, 0.14, -0.11, -0.06, 0.12, -0.12, -0.04, 0.11, 0.09, -0.04, 0.15, -0.28, 0.07, -0.07, -0.41, 0.11, 0.02, -0.07, 0.13, -0.12, 0.12, -0.17, 0.12, 0.03, 0.13, 0.04, -0.06, -0.18, 0.10, 0.07, -0.38, -0.08, -0.03, -0.12, 0.09, -0.34, 0.12, 0.06, 0.12, -0.07, -0.05, -0.34, 0.12, 0.10, -0.07, 1.00, -0.11, -0.29, -0.05, 0.13, 0.10, -0.27, 0.99, 0.11, -0.31, -0.09, -0.10, 0.02, -0.05, -0.04, 0.12, 0.12, 0.13, -0.09], "gap_ev": [6.38, 4.00], "s_squared": 6.042, "total_charge": 3, "multiplicity": 5, "max_force_ha_per_bohr": 0.014, "e_lumo_ev": [-8.19, -10.98], "total_energy_ev": -116634.397}



{"formula": "C56H51AsF3O3PSiY", "method": "ωB97M-V with the def2-TZVPD basis set", "species": ["Y", "H", "C", "H", "H", "C", "C", "Si", "C", "H", "C", "F", "H", "H", "C", "C", "H", "H", "C", "H", "H", "H", "H", "C", "H", "C", "C", "C", "C", "As", "C", "O", "C", "H", "C", "C", "C", "H", "H", "C", "H", "H", "H", "C", "H", "H", "C", "H", "C", "C", "C", "C", "C", "C", "C", "C", "H", "C", "H", "C", "C", "C", "C", "H", "H", "C", "C", "H", "C", "H", "F", "C", "C", "H", "C", "H", "C", "H", "F", "C", "H", "C", "H", "C", "C", "H", "P", "H", "C", "C", "O", "H", "H", "H", "C", "C", "C", "C", "H", "H", "O", "H", "C", "H", "C", "H", "C", "H", "H", "H", "C", "C", "H", "H", "H", "H", "H"], "xyz": [[0.573015, 0.215843, 0.130310], [-5.189408, -0.560298, 1.259366], [0.102793, -4.329850, -1.975979], [-1.177394, -3.337507, -3.381910], [1.637448, -0.486562, -6.694005], [0.571876, -6.650669, -2.466445], [1.890342, -1.050664, -5.803181], [2.820913, -0.096482, -1.827685], [2.378603, 0.035994, 2.068947], [0.926539, -3.949058, 4.786233], [5.053486, -2.914628, 0.346980], [0.421660, -7.725845, -5.548764], [-0.637491, 0.449265, 3.414810], [1.071341, -7.577105, -2.216928], [-1.201661, -3.930907, 5.097405], [0.401308, -2.182607, -0.447708], [3.537373, 1.116887, -2.365078], [1.679449, -2.969307, -6.755438], [-0.406744, -7.770609, -4.480546], [-5.093266, 1.324165, 4.859745], [-5.684518, -6.812980, 5.448931], [-3.462086, 1.787226, -1.182039], [-3.258753, -3.704921, 5.679089], [2.557183, -2.458959, -3.519422], [2.821154, -3.031840, -2.637127], [-4.250285, -4.745321, 2.528028], [0.743250, -5.534079, -1.666766], [-4.271531, 2.721284, 3.451140], [-5.444312, -2.816670, -1.249508], [-1.452907, -4.956713, 3.451578], [-4.471243, 1.454683, 3.982806], [-0.060593, 2.218767, -0.586534], [-3.926656, -5.967636, 4.562550], [2.182813, 0.705275, -4.623766], [-3.094479, 1.621340, -2.195786], [2.196989, -0.380956, -4.625822], [-2.229304, -3.450421, 5.902713], [-1.161924, 1.901880, -4.212505], [-2.095395, -2.759118, -0.733410], [-1.947361, -2.629434, 6.986628], [-0.421015, -1.616255, 8.105701], [-4.738051, 3.582871, 3.912097], [1.123195, -1.542916, 3.010163], [2.257892, -3.140382, -4.691928], [-3.284434, 2.514356, -2.789125], [4.836464, -3.828737, 0.888451], [-3.520067, -1.592338, 0.377553], [-2.756775, -2.258137, 7.603464], [0.305414, 0.526590, 2.894208], [-3.146439, -2.515613, -0.603121], [-5.286963, -6.230598, 4.626917], [0.112088, -3.581970, 5.402212], [2.134393, 1.414825, 1.867149], [-0.637191, -2.269414, 7.269917], [5.578987, -0.577914, -1.033194], [-1.073093, 1.019734, -3.580149], [-1.729568, -0.599958, -1.679006], [-3.458683, 2.881048, 2.337701], [0.367921, 2.681047, 2.337731], [-0.884650, -5.392246, -3.912448], [-1.383014, -3.413790, 2.230964], [0.851515, 1.716613, 2.367371], [-0.708437, -4.276538, -3.116996], [-3.876110, -4.164236, 1.693472], [5.801190, 0.334006, -1.576761], [0.272436, -3.169785, -1.161286], [-0.246883, -6.582941, -3.585661], [-6.189031, -3.289176, -1.877712], [-3.391537, -5.213062, 3.520082], [-2.184925, 1.918035, 0.914924], [-1.656166, -7.867195, -4.982483], [-3.062461, 0.495440, 2.269804], [6.610901, -1.251756, -0.390878], [-7.197228, -5.958997, 3.682859], [6.353145, -2.427034, 0.300172], [2.287359, -4.224639, -4.705782], [4.026813, -2.225656, -0.285253], [7.620518, -0.858833, -0.433867], [-0.148511, -8.932616, -3.849841], [-6.135393, -5.752357, 3.636838], [-3.274973, -6.350800, 5.340973], [-5.825389, -1.888545, -0.289687], [-1.641826, 0.199991, -4.029910], [1.915317, -2.439113, -5.840250], [2.529197, -1.063843, -3.450632], [1.380285, -5.579505, -0.793579], [-2.190119, -0.875111, 1.427876], [-6.870328, -1.630480, -0.167724], [-5.612808, -5.013373, 2.586520], [4.260802, -1.042701, -0.998475], [-1.341916, 0.207406, -1.318550], [-1.510704, -5.336508, -4.793633], [-0.330660, -3.215072, 2.024280], [-3.787837, -3.850361, -2.149100], [-3.870731, 0.349287, 3.395490], [-2.079456, -2.158380, 2.740783], [-4.101531, -3.128490, -1.404658], [-2.852037, 1.776051, 1.758818], [-4.036867, -0.629930, 3.828449], [-3.278538, 3.865696, 1.925400], [-0.938234, 3.605599, -2.115679], [-0.025184, 0.721969, -3.527801], [-4.872630, -1.283233, 0.518671], [7.155559, -2.956183, 0.800419], [0.394298, -2.745915, 6.473963], [-3.642223, 0.779277, -2.629287], [1.240682, -0.514400, 2.699383], [-6.259923, -4.635903, 1.804070], [3.012429, -2.606965, -0.211249], [1.418440, -2.463146, 6.681282], [-1.603503, 1.330097, -2.190263], [-0.811152, 2.512853, -1.589316], [-3.076035, -2.390014, 3.124767], [-1.790692, -3.767275, 1.281259], [2.798356, 2.106987, 1.368828], [3.263093, -0.504042, 1.764958], [-1.506930, -1.725625, 3.564444]], "forces_ev_per_a": [[-0.3, -0.3, 0.6], [0.0, 0.0, 0.0], [0.0, 0.1, 0.0], [0.0, 0.0, 0.0], [0.0, 0.0, 0.0], [0.0, 0.0, 0.0], [0.0, 0.0, 0.0], [0.0, 0.0, 0.1], [0.0, 0.1, 0.0], [0.0, 0.0, 0.0], [0.0, 0.0, 0.0], [0.0, 0.0, 0.0], [0.0, 0.0, 0.0], [0.0, 0.0, 0.0], [0.0, 0.0, 0.0], [0.0, 0.1, -0.1], [0.0, 0.0, 0.0], [0.0, 0.0, 0.0], [0.0, 0.0, 0.0], [0.0, 0.0, 0.0], [0.0, 0.0, 0.0], [0.0, 0.0, 0.0], [0.0, 0.0, 0.0], [0.0, 0.0, 0.0], [0.0, 0.0, 0.0], [0.0, 0.0, 0.0], [0.0, 0.0, 0.0], [0.0, 0.0, 0.0], [0.0, 0.0, 0.0], [0.0, -0.1, 0.0], [0.0, 0.0, 0.0], [-0.1, 0.1, 0.0], [0.0, 0.0, 0.0], [0.0, 0.0, 0.0], [0.0, 0.0, 0.0], [0.0, 0.0, 0.0], [0.0, 0.0, 0.0], [0.0, 0.0, 0.0], [0.0, 0.0, 0.0], [0.0, 0.0, 0.0], [0.0, 0.0, 0.0], [0.0, 0.0, 0.0], [0.0, 0.0, 0.0], [0.0, 0.0, 0.0], [0.0, 0.0, 0.0], [0.0, 0.0, 0.0], [-0.1, 0.0, 0.0], [0.0, 0.0, 0.0], [0.1, 0.1, -0.1], [0.0, 0.0, 0.0], [0.0, 0.0, 0.0], [0.0, 0.0, 0.0], [0.2, 0.0, -0.1], [0.0, 0.0, 0.0], [0.0, 0.0, 0.0], [0.0, 0.0, 0.0], [0.1, 0.0, 0.0], [0.0, 0.0, 0.0], [0.0, 0.0, 0.0], [0.0, 0.0, 0.0], [0.0, 0.0, 0.0], [0.0, -0.2, 0.1], [0.0, 0.0, 0.0], [0.0, 0.0, 0.0], [0.0, 0.0, 0.0], [0.0, -0.1, 0.1], [0.0, 0.0, 0.0], [0.0, 0.0, 0.0], [0.0, 0.0, 0.0], [0.0, 0.0, 0.0], [0.0, 0.0, 0.0], [0.0, 0.0, 0.0], [0.0, 0.0, 0.0], [0.0, 0.0, 0.0], [0.0, 0.0, 0.0], [0.0, 0.0, 0.0], [0.0, 0.0, 0.0], [0.0, 0.0, 0.0], [0.0, 0.0, 0.0], [0.0, 0.0, 0.0], [0.0, 0.0, 0.0], [0.0, 0.0, 0.0], [0.0, 0.0, 0.0], [0.0, 0.0, 0.0], [-0.1, 0.1, 0.0], [0.0, 0.0, 0.0], [0.1, 0.1, -0.1], [0.0, 0.0, 0.0], [0.0, 0.0, 0.0], [0.1, 0.0, 0.0], [-0.1, 0.0, -0.3], [0.0, 0.0, 0.0], [0.0, 0.0, 0.0], [0.0, 0.0, 0.0], [0.0, 0.0, 0.0], [-0.1, -0.1, 0.0], [0.0, 0.0, 0.0], [0.0, 0.0, 0.0], [0.0, 0.0, 0.0], [0.0, 0.0, 0.0], [-0.1, 0.0, 0.1], [0.0, 0.0, 0.0], [0.0, 0.0, 0.0], [0.0, 0.0, 0.0], [0.0, 0.0, 0.0], [0.0, 0.0, 0.0], [0.1, 0.1, -0.1], [0.0, 0.0, 0.0], [0.0, 0.0, 0.0], [0.0, 0.0, 0.0], [0.0, 0.0, 0.0], [0.1, 0.1, -0.1], [0.0, 0.0, 0.0], [0.0, 0.0, 0.0], [0.0, 0.0, 0.0], [0.0, 0.0, 0.0], [0.0, 0.0, 0.0]], "lowdin_charge": [1.21, 0.10, -0.26, 0.12, 0.09, -0.01, -0.11, 0.65, -0.21, 0.09, -0.10, 0.13, 0.08, 0.12, -0.42, -0.12, -0.06, 0.09, -0.58, 0.10, 0.10, 0.08, 0.09, -0.11, 0.09, -0.10, -0.01, -0.09, -0.09, 1.29, -0.09, -0.16, -0.15, 0.09, 0.00, -0.15, -0.12, 0.10, 0.06, -0.09, 0.10, 0.10, 0.08, -0.11, 0.09, 0.09, -0.34, 0.10, -0.22, -0.12, -0.10, -0.14, -0.22, -0.10, -0.12, 0.00, 0.08, -0.07, 0.10, -0.01, -0.45, -0.20, -0.03, 0.08, 0.08, -0.19, -0.14, 0.10, -0.42, 0.09, 0.12, -0.38, -0.11, 0.10, -0.12, 0.10, -0.15, 0.09, 0.12, -0.10, 0.10, -0.09, 0.09, -0.12, -0.35, 0.12, 1.07, 0.10, -0.08, -0.36, -0.18, 0.12, 0.04, 0.10, -0.10, -0.40, -0.07, -0.09, 0.10, 0.11, 0.06, 0.07, -0.08, 0.09, -0.09, 0.09, -0.20, 0.10, 0.07, 0.10, -0.50, -0.61, 0.06, 0.04, 0.10, 0.09, 0.07], "gap_ev": 6.54, "total_charge": -1, "max_force_ha_per_bohr": 0.014, "e_lumo_ev": 2.12, "total_energy_ev": -152247.871, "e_above_lowest_ev": 0.046}